# 1
30
Properties=species:S:1:pos:R:3:forces:R:3 method="wB97M-V/def2-TZVPD" total_energy_ev=-29622.4462 e_above_lowest_ev=5.5509 charge=0 lumo_ev=0.69 smiles="CCCCCC/C=C(/O)S(=O)(=O)OO"
C 2.147 -0.093 4.808 2.3 -0.5 0.3
C 2.033 -0.103 3.265 2.5 0.2 -0.4
C 0.668 0.077 2.694 -1.0 0.6 -2.2
C 0.730 -0.544 1.222 -3.3 0.4 2.0
C -0.541 -0.179 0.431 0.7 -2.2 -0.9
C -0.609 -0.975 -0.927 0.4 3.1 0.5
C -1.894 -0.581 -1.597 0.0 0.1 -2.0
C -1.993 0.116 -2.732 1.3 1.7 -1.1
O -3.050 0.637 -3.450 -0.7 -3.1 3.0
S -0.404 0.576 -3.577 0.2 2.8 1.6
O -0.132 -0.398 -4.576 0.2 -0.6 -0.5
O 0.618 1.161 -2.736 -1.2 -1.1 -0.7
O -0.925 1.964 -4.396 1.2 -1.2 1.7
O -1.475 1.596 -5.611 -1.3 -0.7 -2.0
H 2.438 0.906 5.277 -0.6 -1.3 -0.7
H 2.996 -0.833 5.058 -1.1 1.3 -0.1
H 1.277 -0.513 5.296 -0.3 0.1 0.0
H 2.466 -1.150 2.837 -0.8 2.5 1.0
H 2.691 0.809 2.835 -1.1 -2.4 0.8
H 0.394 1.160 2.524 0.3 -0.9 0.6
H -0.179 -0.361 3.299 1.0 0.1 -0.7
H 0.731 -1.618 1.384 0.2 -0.3 -0.3
H 1.569 -0.271 0.654 1.4 0.6 -0.4
H -1.451 -0.365 0.954 -0.6 -0.9 0.9
H -0.708 0.821 0.214 0.7 2.4 -0.5
H -0.659 -1.953 -0.637 -0.1 -2.9 0.4
H 0.350 -0.797 -1.478 -1.1 -0.2 0.2
H -2.824 -0.979 -1.248 -0.4 0.0 0.7
H -2.888 1.278 -4.102 1.0 1.4 -1.3
H -1.376 0.609 -5.682 0.3 0.8 -0.1

# 2
13
Properties=species:S:1:pos:R:3:forces:R:3 method="wB97M-V/def2-TZVPD" total_energy_ev=-37555.6115 e_above_lowest_ev=1.7133 charge=0 lumo_ev="-0.86 / -0.60"
C -1.783 -0.946 0.236 0.0 0.1 -0.1
C -0.787 0.120 -0.234 -0.2 -0.1 0.0
C 0.528 0.001 0.471 1.1 1.1 -1.0
P 2.186 1.865 -0.847 -1.4 -0.4 0.7
Cl 1.390 -1.471 0.195 0.1 -0.2 0.0
Cl 0.553 0.502 2.119 -0.1 0.1 0.2
H -1.479 -1.930 -0.115 0.0 -0.1 0.0
H -2.775 -0.727 -0.156 0.0 0.0 0.0
H -1.833 -0.965 1.321 -0.1 0.0 0.1
H -0.620 0.019 -1.308 0.1 0.1 0.1
H -1.185 1.117 -0.039 0.1 0.0 0.0
H 2.604 0.849 -1.705 0.1 -0.4 -0.3
H 3.200 1.565 0.062 0.3 -0.1 0.4

# 3
31
Properties=species:S:1:pos:R:3:forces:R:3 method="wB97M-V/def2-TZVPD" total_energy_ev=-30555.6343 e_above_lowest_ev=6.3070 charge=0 lumo_ev=-0.04
C -0.539 -1.042 -0.702 0.3 -2.1 2.5
C 0.054 -0.596 0.644 -0.5 3.1 1.9
C -2.088 -1.244 -0.425 2.4 1.1 1.8
C -2.720 0.123 -0.255 3.7 0.5 1.2
C -4.824 1.789 0.132 0.8 -0.1 -2.0
C 2.245 0.238 -0.446 0.3 -3.2 -0.8
C 3.589 -0.154 0.249 0.9 0.5 -1.5
C 2.357 1.539 -1.128 0.8 3.0 -1.3
H 0.272 -2.828 0.205 -0.5 0.9 -2.5
H -0.184 -2.928 -1.563 1.4 1.1 2.6
H -0.236 -0.441 -1.575 -0.5 0.0 0.4
H -2.483 -1.702 -1.245 -1.3 -1.7 -2.2
H -2.229 -1.809 0.534 0.3 0.2 -1.2
H -2.381 0.687 -1.141 -0.8 0.3 0.1
H -2.073 0.549 0.638 -2.0 -0.3 -1.4
H -5.913 1.991 -0.258 2.2 -0.3 1.1
H -4.031 2.207 -0.651 -2.0 -0.5 1.6
H -4.555 2.208 1.145 -0.7 -0.6 -1.1
H 1.855 0.240 1.380 -0.8 0.0 1.8
H 2.131 -0.620 -1.142 -0.2 0.4 0.0
H 1.672 1.734 -2.175 1.3 -0.3 3.5
H 3.496 1.638 -1.623 -3.0 0.4 1.7
H 0.981 2.528 0.451 5.8 -0.6 -1.8
H 4.484 0.143 -1.591 0.7 -2.2 4.8
N 0.277 -2.320 -0.757 -1.7 -1.9 -1.4
N 1.253 0.170 0.586 -1.4 -1.2 0.0
O -0.605 -0.703 1.709 2.6 -0.2 -2.5
O 3.819 -0.372 1.385 -1.5 -0.2 2.2
O 2.211 2.483 0.138 -4.7 -0.2 -2.1
O 4.661 -0.297 -0.529 -0.3 2.1 -6.2
S -4.416 -0.085 -0.014 -1.8 2.1 0.5